1.
Density functional theory data (ωB97M-V/def2-TZVPD) for a 14-piece molecular cluster, C4H32NO14S overall.

Summary:
Relative energy (zero: lowest compared OMol25 entry of this formula, charge and spin)   133.53 kcal/mol
Orbital gap   8.548 eV
Maximum force   5.17 eV/A
Net charge   -1

Structure (XYZ):
```
52
C4H32NO14S (ωB97M-V/def2-TZVPD)
O -0.231 -0.364 -2.368
C 0.021 0.494 -1.492
N 0.129 1.811 -1.869
C -1.929 3.066 -0.055
O -2.923 3.721 -0.078
C 0.485 0.113 -0.116
C 1.696 -0.731 -0.027
S 2.368 -1.329 1.543
H -0.570 2.125 -2.472
H -1.931 2.047 -0.398
H -1.051 3.500 0.321
H 0.561 0.908 0.701
H -0.521 -0.331 0.180
H 1.599 -1.584 -0.742
H 2.735 -0.191 -0.340
H 1.491 -1.842 2.322
H -0.396 1.805 3.467
H -0.337 2.796 2.510
O -1.023 2.353 3.014
H -2.121 -0.868 1.583
H -1.991 0.348 2.667
O -2.435 -0.479 2.478
H 1.226 3.500 1.374
H 2.086 3.065 2.715
O 1.315 3.571 2.407
H -2.277 -4.050 -1.235
H -2.801 -2.511 -1.345
O -3.031 -3.438 -1.127
H 0.721 2.837 -0.793
H 1.925 4.008 -0.797
O 1.282 3.645 -0.185
H 4.159 1.720 -1.640
H 2.898 2.157 -0.982
O 3.803 2.072 -0.856
H -0.379 -4.364 2.017
H 0.822 -4.410 0.927
O -0.176 -4.452 1.056
H -3.391 0.391 -1.112
H -2.222 -0.222 -1.845
O -3.208 -0.187 -1.865
H 1.905 0.365 -3.766
H 3.176 0.583 -2.933
O 2.881 0.295 -3.755
H 0.991 -2.462 -2.190
H 1.154 -1.881 -3.548
O 1.457 -2.616 -3.036
H -2.573 -2.661 0.390
H -1.119 -2.800 0.760
O -1.896 -2.413 1.050
H -1.396 -2.767 2.832
H -0.469 -1.724 3.488
O -0.489 -2.618 3.163
```

2.
Density functional theory data (ωB97M-V/def2-TZVPD) for a 14-piece molecular cluster, C56H98N14 overall.

Summary:
Relative energy (zero: lowest compared OMol25 entry of this formula, charge and spin)   137.08 kcal/mol
Orbital gap   10.797 eV
Maximum force   5.84 eV/A
Net charge   0

Structure (XYZ):
```
168
C56H98N14 (ωB97M-V/def2-TZVPD)
C -25.726 -7.600 -27.510
C -25.616 -8.171 -26.165
C -26.650 -9.255 -25.955
C -28.043 -8.855 -26.195
N -29.113 -8.505 -26.410
H -26.627 -7.041 -27.764
H -25.707 -8.365 -28.288
H -24.953 -6.848 -27.662
H -25.850 -7.329 -25.514
H -24.589 -8.502 -26.009
H -26.606 -9.570 -24.912
H -26.370 -10.130 -26.541
C -18.159 -17.153 -28.623
C -19.280 -16.308 -29.157
C -19.811 -16.954 -30.549
C -18.959 -16.748 -31.768
N -18.298 -16.563 -32.720
H -18.427 -18.207 -28.547
H -17.935 -16.924 -27.581
H -17.335 -17.085 -29.333
H -18.935 -15.302 -29.398
H -20.062 -16.340 -28.399
H -20.807 -16.564 -30.759
H -19.971 -18.018 -30.376
C -17.489 -8.088 -29.236
C -18.367 -7.128 -29.926
C -17.794 -5.785 -30.334
C -17.124 -4.972 -29.272
N -16.675 -4.279 -28.448
H -16.692 -8.495 -29.857
H -18.014 -8.930 -28.785
H -16.968 -7.546 -28.446
H -19.271 -7.017 -29.327
H -18.709 -7.692 -30.794
H -18.612 -5.144 -30.663
H -17.181 -5.940 -31.221
C -20.231 -17.387 -24.520
C -19.689 -17.410 -23.108
C -20.813 -17.335 -22.046
C -20.342 -17.034 -20.681
N -19.941 -16.804 -19.641
H -20.973 -18.158 -24.731
H -19.488 -17.480 -25.312
H -20.652 -16.385 -24.608
H -18.988 -16.605 -22.892
H -19.309 -18.384 -22.800
H -21.611 -18.074 -22.113
H -21.373 -16.403 -22.120
C -19.113 -13.377 -35.161
C -20.498 -13.982 -35.255
C -21.061 -14.335 -33.924
C -21.331 -13.182 -33.064
N -21.572 -12.239 -32.358
H -19.086 -12.586 -34.412
H -18.927 -12.977 -36.158
H -18.341 -14.088 -34.865
H -20.462 -14.871 -35.885
H -21.152 -13.206 -35.652
H -20.363 -15.036 -33.467
H -22.066 -14.749 -33.996
C -22.656 -8.399 -28.790
C -22.485 -9.242 -30.040
C -23.821 -9.830 -30.473
C -24.542 -10.739 -29.538
N -25.120 -11.478 -28.844
H -23.255 -7.549 -29.116
H -21.787 -8.021 -28.250
H -23.240 -8.870 -28.000
H -21.774 -10.002 -29.713
H -21.968 -8.682 -30.819
H -23.641 -10.631 -31.190
H -24.465 -9.206 -31.091
C -23.521 -20.227 -24.312
C -24.562 -19.388 -25.122
C -24.401 -19.652 -26.578
C -23.030 -19.511 -27.139
N -21.918 -19.310 -27.456
H -23.684 -21.296 -24.446
H -23.521 -20.021 -23.241
H -22.586 -20.016 -24.831
H -24.379 -18.329 -24.941
H -25.587 -19.538 -24.784
H -25.000 -19.003 -27.218
H -24.674 -20.656 -26.903
C -25.900 -15.619 -29.478
C -26.246 -15.502 -28.026
C -27.736 -15.326 -27.819
C -28.388 -14.204 -28.424
N -28.948 -13.320 -28.938
H -26.472 -16.439 -29.912
H -24.839 -15.835 -29.608
H -26.119 -14.722 -30.057
H -25.810 -14.569 -27.670
H -25.955 -16.315 -27.361
H -27.978 -15.268 -26.758
H -28.218 -16.258 -28.115
C -23.029 -17.274 -17.755
C -23.189 -15.929 -18.452
C -23.798 -14.890 -17.456
C -23.736 -13.528 -17.987
N -23.682 -12.420 -18.361
H -23.981 -17.750 -17.518
H -22.431 -17.206 -16.846
H -22.453 -17.920 -18.418
H -23.757 -15.961 -19.381
H -22.240 -15.509 -18.784
H -23.291 -15.061 -16.506
H -24.875 -15.041 -17.383
C -20.130 -9.541 -24.682
C -19.840 -9.262 -23.197
C -18.431 -8.921 -22.711
C -17.510 -9.993 -23.132
N -16.717 -10.824 -23.426
H -21.188 -9.690 -24.899
H -19.601 -10.442 -24.990
H -19.794 -8.711 -25.305
H -20.035 -10.152 -22.599
H -20.560 -8.480 -22.956
H -18.351 -8.891 -21.624
H -18.005 -8.009 -23.130
C -22.288 -12.015 -27.068
C -21.632 -13.448 -27.092
C -22.521 -14.530 -26.439
C -22.767 -14.481 -25.025
N -22.971 -14.389 -23.922
H -23.336 -11.965 -27.363
H -21.728 -11.358 -27.733
H -22.038 -11.548 -26.116
H -20.677 -13.508 -26.570
H -21.450 -13.797 -28.108
H -22.106 -15.520 -26.631
H -23.510 -14.379 -26.871
C -16.837 -12.635 -30.600
C -16.154 -12.715 -31.987
C -15.727 -14.196 -32.344
C -14.632 -14.792 -31.671
N -13.671 -15.286 -31.223
H -17.753 -13.209 -30.736
H -17.165 -11.627 -30.345
H -16.218 -13.111 -29.839
H -15.307 -12.034 -31.894
H -16.849 -12.370 -32.753
H -15.488 -14.199 -33.408
H -16.518 -14.936 -32.221
C -26.391 -12.334 -24.087
C -25.555 -12.452 -22.867
C -24.500 -11.395 -22.741
C -25.156 -10.002 -22.582
N -25.629 -8.941 -22.432
H -27.183 -11.587 -24.023
H -26.899 -13.270 -24.319
H -25.879 -11.993 -24.987
H -25.108 -13.443 -22.787
H -26.318 -12.454 -22.089
H -23.738 -11.467 -23.517
H -23.901 -11.599 -21.853
C -29.172 -13.201 -16.713
C -28.760 -13.410 -18.202
C -27.735 -14.622 -18.186
C -26.849 -14.647 -19.331
N -26.162 -14.667 -20.260
H -28.354 -13.385 -16.016
H -30.048 -13.781 -16.424
H -29.434 -12.168 -16.485
H -28.361 -12.575 -18.778
H -29.579 -13.827 -18.789
H -28.300 -15.549 -18.085
H -27.090 -14.784 -17.323
```

3.
Density functional theory data (ωB97M-V/def2-TZVPD) for C16H27BrCrNOS4 as an isolated structure.

Summary:
Multiplicity   2
Relative energy (zero: lowest compared OMol25 entry of this formula, charge and spin)   0.00 kcal/mol
Orbital gap (spin up / spin down)   7.942 / 8.498 eV
Maximum force   2.27 eV/A
Net charge   +2

Structure (XYZ):
```
51
C16H27BrCrNOS4 (ωB97M-V/def2-TZVPD)
Cr 0.819 0.072 -0.291
C 0.147 -3.180 0.872
C -0.892 -2.497 1.737
S -1.395 -0.836 1.174
C -2.629 -1.182 -0.120
C -2.124 -1.802 -1.410
S -0.821 -0.747 -2.125
C 0.201 -1.944 -3.043
C 1.503 -1.256 -3.413
S 2.470 -0.589 -2.014
C 3.398 -2.019 -1.364
C 2.568 -3.001 -0.558
S 1.582 -2.080 0.673
H -0.241 -3.425 -0.114
H 0.504 -4.090 1.354
H -0.511 -2.335 2.746
H -1.785 -3.118 1.807
H -3.069 -0.204 -0.318
H -3.394 -1.815 0.329
H -2.940 -1.840 -2.132
H -1.740 -2.810 -1.273
H -0.328 -2.229 -3.953
H 0.350 -2.834 -2.434
H 1.304 -0.377 -4.027
H 2.158 -1.921 -3.974
H 4.170 -1.560 -0.746
H 3.881 -2.503 -2.212
H 3.219 -3.680 -0.009
H 1.900 -3.591 -1.184
C -2.019 2.849 -1.048
C -0.529 2.849 -0.719
C -0.226 3.726 0.497
O -0.083 1.531 -0.491
H -2.379 3.872 -1.150
H -2.570 2.371 -0.235
H -2.213 2.315 -1.979
H 0.024 3.240 -1.581
H -0.907 3.475 1.311
H -0.357 4.776 0.244
H 0.802 3.570 0.825
Br 5.756 2.770 3.314
C 4.336 2.034 2.340
C 3.410 1.195 2.952
C 2.395 0.661 2.190
N 2.259 0.890 0.873
C 3.137 1.738 0.303
C 4.176 2.325 0.989
H 3.481 0.972 4.007
H 1.653 0.025 2.651
H 2.993 1.957 -0.747
H 4.843 3.003 0.476
```

4.
Density functional theory data (ωB97M-V/def2-TZVPD) for C29H34BClFeO2S as an isolated structure.

Summary:
Multiplicity   5
Relative energy (zero: lowest compared OMol25 entry of this formula, charge and spin)   68.13 kcal/mol
Orbital gap (spin up / spin down)   6.121 / 3.569 eV
Maximum force   4.05 eV/A
Net charge   0

Structure (XYZ):
```
69
C29H34BClFeO2S (ωB97M-V/def2-TZVPD)
C -4.307 6.217 0.067
C -3.455 5.115 -0.433
C -3.163 4.823 -1.749
C -2.327 3.662 -1.907
C -2.003 3.061 -0.709
B -1.295 1.602 -0.508
C 0.353 1.789 -0.385
C 1.135 1.786 -1.529
C 2.534 1.874 -1.420
C 3.121 1.901 -0.146
Cl 4.828 1.743 0.017
C 2.322 1.998 1.004
C 0.926 1.937 0.869
O -1.799 0.974 0.680
C -2.862 0.153 0.236
C -2.971 -1.037 1.176
C -4.168 0.942 0.274
C -2.436 -0.210 -1.290
C -1.477 -1.388 -1.387
C -3.627 -0.497 -2.192
O -1.726 0.931 -1.712
S -2.643 3.978 0.619
H -4.700 6.785 -0.780
H -5.154 5.824 0.642
H -3.731 6.892 0.711
H -3.559 5.406 -2.575
H -2.013 3.326 -2.890
H 0.673 1.720 -2.512
H 3.173 1.876 -2.298
H 2.796 2.079 1.978
H 0.299 2.004 1.756
H -3.701 -1.768 0.797
H -1.998 -1.520 1.314
H -3.317 -0.690 2.157
H -5.021 0.293 0.034
H -4.322 1.351 1.280
H -4.143 1.791 -0.422
H -1.906 -2.300 -0.951
H -1.251 -1.589 -2.441
H -0.517 -1.169 -0.898
H -4.193 -1.351 -1.794
H -4.297 0.367 -2.265
H -3.279 -0.760 -3.197
C -0.161 -3.510 1.089
C 0.634 -2.324 0.737
C 1.819 -2.432 -0.014
C 2.678 -1.272 -0.260
C 3.853 -1.686 -0.965
C 3.793 -3.128 -1.130
C 2.570 -3.603 -0.521
Fe 3.660 -2.616 0.779
C 4.779 -3.804 1.890
C 3.505 -3.522 2.524
C 3.384 -2.080 2.666
C 4.577 -1.473 2.096
C 5.444 -2.542 1.629
H -0.712 -3.325 2.020
H -0.907 -3.754 0.317
H 0.451 -4.420 1.188
H 0.351 -1.338 1.112
H 2.329 -0.277 -0.015
H 4.611 -1.008 -1.356
H 4.498 -3.740 -1.684
H 2.165 -4.610 -0.517
H 5.197 -4.796 1.738
H 2.819 -4.268 2.918
H 2.582 -1.559 3.183
H 4.830 -0.417 2.107
H 6.453 -2.417 1.249
```

5.
Density functional theory data (ωB97M-V/def2-TZVPD) for a 8-piece molecular cluster, H16O8 overall.

Summary:
Relative energy (zero: lowest compared OMol25 entry of this formula, charge and spin)   17.12 kcal/mol
Orbital gap   11.675 eV
Structure (SMILES)   O.O.O.O.O.O.O.O
Maximum force   3.02 eV/A
Net charge   0

Structure (XYZ):
```
24
H16O8 (ωB97M-V/def2-TZVPD)
O -1.196 1.594 -1.091
H -1.485 0.681 -1.216
H -0.309 1.611 -1.571
O -1.755 -1.068 -1.138
H -1.755 -1.258 -0.147
H -2.663 -1.273 -1.487
O 1.597 1.290 -1.698
H 2.393 1.736 -2.066
H 1.692 1.156 -0.712
O -0.976 1.516 1.482
H -1.189 1.512 0.506
H -1.495 2.193 1.842
O 1.841 1.189 1.060
H 1.776 0.251 1.512
H 0.958 1.605 1.237
O -1.459 -1.276 1.599
H -0.513 -1.610 1.817
H -1.298 -0.290 1.840
O 1.270 -1.675 1.262
H 1.066 -1.573 0.293
H 1.727 -2.602 1.258
O 0.858 -1.489 -1.425
H 1.009 -0.543 -1.593
H -0.093 -1.677 -1.563
```

6.
Density functional theory data (ωB97M-V/def2-TZVPD) for a 2-piece molecular cluster, C4H5P overall.

Summary:
Relative energy (zero: lowest compared OMol25 entry of this formula, charge and spin)   98.11 kcal/mol
Orbital gap   8.006 eV
Maximum force   3.01 eV/A
Net charge   0

Structure (XYZ):
```
10
C4H5P (ωB97M-V/def2-TZVPD)
C -1.366 1.565 0.117
C -0.310 0.830 0.050
C 2.231 -1.149 0.042
C -1.572 0.062 -0.122
P 2.331 0.501 -0.012
H -1.886 2.483 0.226
H 3.106 -1.786 0.036
H 1.286 -1.668 0.091
H -1.948 -0.562 0.682
H -1.872 -0.276 -1.110
```

7.
Density functional theory data (ωB97M-V/def2-TZVPD) for a 3-piece molecular cluster, C5H15NO2 overall.

Summary:
Relative energy (zero: lowest compared OMol25 entry of this formula, charge and spin)   76.13 kcal/mol
Orbital gap   8.511 eV
Structure (SMILES)   C/C=C/NCC.O.O
Maximum force   5.10 eV/A
Net charge   0

Structure (XYZ):
```
23
C5H15NO2 (ωB97M-V/def2-TZVPD)
C 2.438 1.323 -0.625
C 1.110 1.428 0.077
C -0.087 1.227 -0.623
N -1.259 1.481 0.057
C -2.320 1.890 -0.925
C -2.570 0.725 -1.946
H 3.176 1.752 0.103
H 2.542 0.403 -1.169
H 2.327 2.226 -1.284
H 0.938 1.459 1.113
H -0.128 0.881 -1.715
H -1.606 0.918 0.781
H -2.030 2.644 -1.531
H -3.298 2.146 -0.413
H -3.243 1.107 -2.747
H -2.930 -0.192 -1.491
H -1.695 0.271 -2.557
O 0.519 -3.714 2.902
H -0.350 -4.153 2.855
H 0.339 -2.890 2.449
O 1.858 -2.769 0.626
H 1.675 -2.096 0.066
H 2.646 -2.538 1.169
```

8.
Density functional theory data (ωB97M-V/def2-TZVPD) for a 2-piece molecular cluster, C9H18N4 overall.

Summary:
Relative energy (zero: lowest compared OMol25 entry of this formula, charge and spin)   81.83 kcal/mol
Orbital gap   10.158 eV
Maximum force   4.97 eV/A
Net charge   0

Structure (XYZ):
```
31
C9H18N4 (ωB97M-V/def2-TZVPD)
C 1.840 0.378 -1.101
C 3.509 1.127 0.402
C 3.433 -1.233 -0.554
C 1.830 -0.354 1.260
C -3.727 0.067 0.995
C -3.070 -0.347 -1.431
C -1.946 1.588 -0.066
C 2.677 -0.063 0.006
C -2.613 0.213 -0.016
N -0.614 -2.507 -0.557
N 1.495 0.817 -2.098
N -1.083 -1.570 -0.131
N -1.501 -0.669 0.480
H 4.314 0.871 1.090
H 4.030 1.653 -0.425
H 2.726 1.834 0.815
H 4.387 -1.574 0.088
H 2.814 -2.132 -0.255
H 3.770 -1.276 -1.606
H 2.347 -0.948 1.978
H 1.477 0.501 1.897
H 1.064 -0.907 0.873
H -4.679 0.561 0.532
H -4.182 -1.053 0.986
H -3.673 0.428 2.062
H -3.677 0.433 -1.997
H -2.142 -0.548 -1.999
H -3.565 -1.304 -1.282
H -1.223 1.738 -0.823
H -2.655 2.497 -0.126
H -1.365 1.780 1.001
```